This record from the Open Molecules 2025 dataset describes 14 unconnected molecules or ions with the total composition C85H190N10O14. The level of theory is ωB97M-V/def2-TZVPD.

The geometry in XYZ format:
```
299
Properties=species:S:1:pos:R:3:lowdin_charge:R:1
C 1.170 -3.363 -4.339 -0.01
C 0.723 -4.797 -4.767 -0.52
C 0.460 -5.696 -3.514 -0.11
C -0.940 -5.346 -2.912 -0.16
C -2.024 -5.542 -3.988 -0.13
C -1.805 -4.560 -5.122 -0.53
N -0.422 -4.799 -5.613 -0.08
O -0.075 -3.880 -6.686 -0.04
C -2.713 -4.939 -6.258 -0.05
C -2.141 -3.074 -4.796 -0.02
C 1.898 -5.597 -5.463 -0.02
H 1.953 -3.524 -3.613 0.07
H 0.382 -2.888 -3.775 0.04
H 1.603 -2.760 -5.198 0.09
H 0.329 -6.719 -3.893 0.12
H 1.227 -5.547 -2.790 0.10
H -1.015 -4.330 -2.521 0.09
H -1.170 -5.979 -2.002 0.08
H -3.055 -5.432 -3.711 0.10
H -1.833 -6.514 -4.418 0.12
H -2.332 -5.903 -6.579 0.08
H -3.723 -5.072 -5.876 0.09
H -2.638 -4.290 -7.182 0.11
H -3.256 -3.045 -4.600 0.09
H -1.825 -2.646 -3.780 0.08
H -1.823 -2.492 -5.647 0.07
H 2.700 -5.760 -4.708 0.09
H 2.273 -4.925 -6.240 0.07
H 1.478 -6.553 -5.822 0.09
H 0.144 -4.567 -7.320 0.11
C 5.117 6.661 2.452 -0.02
C 6.373 5.791 2.288 -0.54
C 7.541 6.489 2.939 -0.12
C 7.575 6.305 4.482 -0.17
C 7.416 4.838 4.809 -0.15
C 6.164 4.228 4.237 -0.53
N 6.217 4.414 2.780 -0.06
O 5.167 3.759 2.040 -0.02
C 6.342 2.693 4.399 -0.03
C 4.919 4.566 5.003 -0.02
C 6.591 5.795 0.800 -0.05
H 5.040 7.440 1.779 0.06
H 4.963 7.017 3.482 0.08
H 4.262 6.019 2.332 0.07
H 8.494 5.942 2.593 0.15
H 7.592 7.488 2.584 0.11
H 6.802 6.820 4.958 0.08
H 8.461 6.786 4.825 0.10
H 7.370 4.698 5.918 0.14
H 8.304 4.391 4.410 0.11
H 5.650 2.174 3.746 0.05
H 7.355 2.431 4.101 0.08
H 6.192 2.480 5.476 0.10
H 5.101 4.485 6.063 0.09
H 4.638 5.582 4.839 0.05
H 4.094 3.886 4.714 0.10
H 6.831 6.835 0.438 0.11
H 5.697 5.510 0.319 0.06
H 7.452 5.189 0.484 0.09
H 5.681 3.110 1.581 0.08
C 0.485 7.368 3.628 -0.01
C 0.065 6.107 4.365 -0.52
C -1.425 6.011 4.612 -0.16
C -1.912 4.686 5.026 -0.21
C -1.691 3.758 3.864 -0.13
C -0.162 3.658 3.584 -0.47
N 0.343 5.036 3.387 -0.11
O 1.722 5.001 3.153 -0.09
C 0.575 2.896 4.714 -0.02
C 0.066 3.002 2.229 -0.05
C 0.966 5.900 5.554 -0.01
H 1.567 7.448 3.390 0.10
H 0.194 8.208 4.226 0.08
H -0.062 7.414 2.712 0.05
H -1.704 6.826 5.324 0.14
H -2.012 6.196 3.687 0.13
H -3.020 4.782 5.200 0.13
H -1.416 4.313 5.955 0.12
H -2.129 4.154 2.958 0.11
H -2.075 2.712 4.105 0.14
H 0.434 3.147 5.777 0.07
H 0.481 1.775 4.620 0.09
H 1.610 3.103 4.578 0.05
H -0.418 3.473 1.391 0.05
H 1.148 2.970 1.999 0.09
H -0.366 1.944 2.220 0.10
H 2.042 5.794 5.209 0.10
H 0.628 5.076 6.139 0.05
H 0.874 6.762 6.160 0.07
H 1.859 5.426 2.260 0.08
C 0.873 -8.309 3.186 0.02
C -0.707 -8.081 2.909 -0.50
C -1.011 -6.745 2.270 -0.16
C -0.664 -6.656 0.820 -0.19
C -1.375 -7.737 0.076 -0.15
C -1.161 -9.146 0.662 -0.53
N -1.440 -9.082 2.139 -0.02
O -1.001 -10.445 2.644 -0.02
C -2.207 -10.132 0.256 -0.05
C 0.184 -9.642 0.222 -0.04
C -1.469 -8.026 4.227 -0.05
H 0.898 -9.302 3.581 0.06
H 1.288 -7.621 3.914 0.08
H 1.439 -8.307 2.252 0.06
H -2.076 -6.561 2.358 0.12
H -0.533 -6.008 2.883 0.10
H 0.395 -6.879 0.744 0.10
H -0.814 -5.659 0.364 0.11
H -1.162 -7.643 -0.988 0.11
H -2.417 -7.574 0.108 0.10
H -2.422 -10.086 -0.778 0.07
H -1.823 -11.113 0.544 0.09
H -3.121 -9.972 0.866 0.10
H 0.934 -8.823 0.338 0.08
H 0.513 -10.447 0.887 0.08
H 0.173 -10.123 -0.787 0.11
H -1.112 -8.835 4.826 0.06
H -2.579 -8.070 4.148 0.10
H -1.216 -7.097 4.797 0.09
H -1.792 -10.757 2.970 0.05
C 4.531 -2.575 4.352 -0.01
C 3.373 -1.619 3.779 -0.48
C 3.910 -0.358 3.219 -0.16
C 4.548 -0.535 1.840 -0.14
C 3.508 -1.169 0.939 -0.16
C 2.930 -2.471 1.437 -0.52
N 2.460 -2.198 2.782 -0.10
O 1.956 -3.363 3.301 -0.06
C 1.748 -2.875 0.572 -0.02
C 4.050 -3.560 1.460 0.00
C 2.528 -1.217 5.069 0.00
H 5.306 -2.777 3.618 0.06
H 4.058 -3.496 4.700 0.07
H 4.976 -2.060 5.212 0.09
H 2.988 0.256 2.995 0.14
H 4.550 0.163 3.926 0.11
H 5.470 -1.113 1.989 0.11
H 4.803 0.472 1.447 0.11
H 3.858 -1.460 -0.004 0.10
H 2.691 -0.489 0.706 0.10
H 2.008 -3.030 -0.475 0.07
H 1.291 -3.846 0.889 0.09
H 0.983 -2.047 0.660 0.09
H 3.879 -4.233 2.321 0.07
H 3.852 -4.218 0.535 0.12
H 5.048 -3.245 1.476 0.05
H 3.216 -0.626 5.609 0.06
H 2.241 -2.045 5.702 0.08
H 1.710 -0.675 4.668 0.06
H 2.655 -4.028 3.447 0.08
C -1.816 -0.545 3.730 -0.01
C -2.185 -1.677 2.711 -0.50
C -1.233 -2.883 2.841 -0.13
C -1.430 -3.521 4.222 -0.14
C -2.982 -3.888 4.340 -0.11
C -3.973 -2.732 4.075 -0.52
N -3.515 -2.273 2.786 -0.08
O -4.411 -1.189 2.386 -0.05
C -5.343 -3.465 3.861 -0.02
C -4.084 -1.723 5.229 -0.03
C -2.057 -1.135 1.305 -0.03
H -1.363 -0.985 4.579 0.04
H -2.660 0.149 3.981 0.09
H -0.985 -0.013 3.216 0.07
H -1.441 -3.627 2.115 0.10
H -0.189 -2.634 2.624 0.09
H -0.994 -2.935 5.063 0.11
H -0.985 -4.499 4.208 0.06
H -3.144 -4.476 5.274 0.13
H -3.208 -4.537 3.464 0.10
H -5.112 -4.267 3.121 0.05
H -5.548 -4.020 4.737 0.07
H -6.115 -2.789 3.461 0.09
H -3.067 -1.483 5.667 0.08
H -4.625 -0.801 4.950 0.09
H -4.590 -2.166 6.096 0.08
H -2.453 -0.132 1.096 0.09
H -2.690 -1.821 0.638 0.08
H -1.021 -1.237 1.023 0.06
H -4.637 -1.497 1.472 0.07
C -7.525 -1.465 -1.884 -0.04
C -7.283 -2.845 -1.350 -0.49
C -7.755 -4.014 -2.268 -0.16
C -7.268 -5.342 -1.975 -0.20
C -5.755 -5.252 -1.837 -0.13
C -5.192 -4.221 -0.850 -0.49
N -5.824 -2.922 -1.230 -0.06
O -5.405 -1.999 -0.185 -0.07
C -5.324 -4.636 0.638 -0.01
C -3.722 -4.052 -1.147 -0.04
C -8.015 -2.920 0.063 0.00
H -7.088 -0.814 -1.179 0.06
H -8.579 -1.394 -2.087 0.09
H -7.007 -1.229 -2.816 0.09
H -8.818 -4.010 -2.285 0.11
H -7.540 -3.728 -3.291 0.12
H -7.574 -6.067 -2.747 0.13
H -7.727 -5.724 -1.065 0.11
H -5.369 -4.908 -2.818 0.12
H -5.219 -6.216 -1.508 0.15
H -6.163 -4.455 1.239 0.04
H -5.281 -5.720 0.707 0.09
H -4.497 -4.317 1.255 0.05
H -3.345 -3.296 -0.455 0.06
H -3.175 -5.006 -1.048 0.09
H -3.506 -3.705 -2.189 0.08
H -7.678 -2.159 0.730 0.07
H -7.914 -3.931 0.456 0.07
H -9.024 -2.658 -0.253 0.08
H -5.052 -1.329 -0.788 0.12
C 2.091 -0.467 -2.221 -0.03
C 1.302 0.654 -2.848 -0.47
C 0.324 1.148 -1.722 -0.10
C 1.087 1.856 -0.612 -0.19
C 1.852 3.050 -1.205 -0.13
C 2.901 2.538 -2.208 -0.46
N 2.093 1.865 -3.291 -0.04
O 2.996 1.410 -4.298 -0.07
C 3.435 3.837 -2.914 -0.03
C 4.098 1.809 -1.496 0.00
C 0.429 0.198 -4.015 -0.01
H 1.338 -1.181 -1.940 0.07
H 2.577 -0.077 -1.300 0.04
H 2.840 -0.910 -2.929 0.11
H -0.443 1.784 -2.038 0.09
H -0.195 0.291 -1.279 0.12
H 1.750 1.325 0.047 0.09
H 0.340 2.205 0.066 0.05
H 2.258 3.676 -0.412 0.11
H 1.071 3.579 -1.799 0.11
H 3.997 3.493 -3.843 0.09
H 2.514 4.384 -3.148 0.07
H 4.081 4.488 -2.283 0.08
H 3.714 1.295 -0.609 0.04
H 4.573 1.125 -2.140 0.07
H 4.771 2.605 -1.104 0.09
H -0.058 -0.728 -3.799 0.05
H 0.961 0.051 -4.951 0.06
H -0.355 1.043 -4.132 0.11
H 2.813 1.822 -5.159 0.06
C -3.378 6.802 -1.376 -0.01
C -1.987 6.184 -1.449 -0.51
C -1.499 6.022 -2.886 -0.17
C -1.238 7.266 -3.654 -0.16
C -0.190 8.045 -2.825 -0.14
C -0.543 8.348 -1.384 -0.45
N -0.979 7.039 -0.713 -0.06
O -1.618 7.411 0.563 -0.04
C 0.772 8.769 -0.561 -0.01
C -1.473 9.584 -1.333 -0.04
C -1.939 4.806 -0.795 -0.02
H -3.373 7.781 -1.792 0.06
H -3.751 6.803 -0.368 0.08
H -3.976 6.192 -2.015 0.08
H -0.560 5.455 -2.882 0.12
H -2.153 5.310 -3.381 0.09
H -2.165 7.860 -3.770 0.12
H -0.798 6.956 -4.590 0.10
H 0.069 9.021 -3.302 0.13
H 0.750 7.429 -2.880 0.13
H 0.582 9.005 0.508 0.09
H 1.465 7.928 -0.487 0.06
H 1.180 9.547 -1.159 0.06
H -0.954 10.550 -1.368 0.09
H -2.158 9.685 -2.144 0.06
H -2.126 9.555 -0.444 0.09
H -2.274 5.117 0.248 0.10
H -0.954 4.361 -0.782 0.06
H -2.826 4.208 -1.174 0.11
H -1.105 6.976 1.236 0.04
O 3.541 -1.063 -6.306 -0.08
H 3.419 -0.742 -5.385 0.04
H 2.646 -1.251 -6.605 -0.03
O 1.061 -1.141 -7.297 -0.10
H 0.611 -0.229 -7.288 0.05
H 0.357 -1.821 -7.301 0.04
O 3.241 1.618 -7.106 -0.06
H 4.143 1.950 -7.174 0.07
H 3.363 0.650 -7.067 0.02
O 1.293 5.759 0.530 -0.09
H 0.562 6.284 0.052 0.04
H 0.974 4.874 0.728 0.00
C 0.640 4.144 -6.666 -0.05
C 0.077 2.789 -6.411 -0.44
C -1.445 2.814 -6.310 -0.23
O -1.759 3.579 -5.183 -0.21
C -3.084 3.289 -4.745 -0.09
N 0.487 1.842 -7.473 0.04
H 1.697 4.047 -6.584 0.06
H 0.287 4.857 -5.850 0.10
H 0.297 4.609 -7.564 0.08
H 0.409 2.365 -5.441 0.11
H -1.737 1.780 -6.278 0.11
H -1.812 3.388 -7.202 0.15
H -3.378 2.252 -5.053 0.09
H -3.750 4.014 -5.271 0.10
H -3.139 3.383 -3.654 0.07
H 1.413 2.081 -7.812 0.05
H -0.225 1.915 -8.225 0.10
```

For the HOMO-LUMO gap, the calculation gives 8.3 eV. For the calculated total energy, the calculation gives -4953.0506 Eh. As for the maximum force: 3.8 eV Å⁻¹. Its total charge is 0. For the LUMO energy, the calculation gives 0.184 eV.


This record from the Open Molecules 2025 dataset describes C6H12O in the gas phase. The level of theory is ωB97M-V/def2-TZVPD.

The geometry in XYZ format:
```
19
Properties=species:S:1:pos:R:3:nbo_charge:R:1
C 1.975 -0.813 -0.440 -0.64
C 0.615 -0.300 0.073 0.28
O 0.628 -0.328 1.502 -0.74
C 0.156 1.240 -0.408 -0.43
C -1.269 1.358 0.201 -0.42
C -1.769 -0.207 0.253 -0.40
C -0.639 -1.055 -0.330 -0.44
H 2.711 -0.007 -0.339 0.20
H 1.934 -1.104 -1.493 0.22
H 2.380 -1.678 0.116 0.22
H 1.490 -0.022 1.810 0.47
H 0.920 1.925 -0.012 0.20
H 0.102 1.442 -1.502 0.21
H -1.191 1.844 1.193 0.21
H -1.996 1.956 -0.370 0.21
H -2.698 -0.545 -0.251 0.21
H -1.862 -0.517 1.302 0.21
H -0.629 -1.160 -1.425 0.20
H -0.859 -2.028 0.120 0.22
```

As for the structure (SMILES): CC1(O)CCCC1. For the HOMO-LUMO gap, the calculation gives 10.8 eV. For the calculated total energy, the calculation gives -311.0285 Eh. As for the maximum force: 1.3 eV Å⁻¹. Its total charge is 0. For the LUMO energy, the calculation gives 0.918 eV.


This record from the Open Molecules 2025 dataset describes a gas-phase ion, CH2N3 (charge +1). The level of theory is ωB97M-V/def2-TZVPD.

The geometry in XYZ format:
```
6
Properties=species:S:1:pos:R:3:nbo_charge:R:1
C 0.976 -0.053 0.000 0.18
N -2.438 0.254 0.001 0.31
N -0.229 -0.425 0.000 -0.23
N -1.347 0.068 -0.001 0.26
H 1.737 -0.833 0.003 0.25
H 1.300 0.990 -0.003 0.23
```

As for the structure (SMILES): C=N[N+]#N. For the HOMO-LUMO gap, the calculation gives 10.3 eV. For the calculated total energy, the calculation gives -203.1655 Eh. As for the maximum force: 3.7 eV Å⁻¹. Its total charge is +1. For the LUMO energy, the calculation gives -7.575 eV.


This record from the Open Molecules 2025 dataset describes 2 unconnected molecules or ions with the total composition C2H4BrNO. The level of theory is ωB97M-V/def2-TZVPD.

The geometry in XYZ format:
```
9
Properties=species:S:1:pos:R:3:nbo_charge:R:1
C -1.319 -0.186 -0.270 0.85
C 0.981 1.196 0.034 -0.77
N -0.793 -1.283 0.114 -0.82
O -2.217 0.500 -0.544 -0.46
Br 2.284 -0.140 -0.392 -0.05
H 1.339 2.184 -0.500 0.22
H 0.870 1.197 1.186 0.19
H 0.136 -1.308 0.384 0.44
H -1.281 -2.160 -0.011 0.41
```

For the HOMO-LUMO gap (spin up / spin down), the calculation gives 7.9 / 7.1 eV. For the calculated total energy, the calculation gives -2782.4895 Eh. As for the maximum force: 4.2 eV Å⁻¹. Its total charge is 0. For the LUMO energy (spin up / spin down), the calculation gives 0.082 / -0.113 eV.